A molecular structure, C43H101CuN6O11 in a non-equilibrium geometry, computed with ωB97M-V with the def2-TZVPD basis set.

## Properties
HOMO-LUMO gap = 3.90 eV
DFT total energy = -122314.6750 eV
Energy relative to the best compared isomer or geometry (same formula, charge and spin) = 559.8 kJ/mol

```
162
Properties=species:S:1:pos:R:3:forces:R:3
Cu 20.80030 -8.94429 -8.41205 0.8 -0.7 -0.1
C 22.83028 -12.94445 -6.16588 -1.8 1.1 -0.3
O 21.77630 -12.20890 -6.75081 0.6 0.0 -0.2
H 22.43641 -13.29570 -5.21216 0.1 -0.4 0.5
H 23.12303 -13.82269 -6.74128 0.3 -0.2 -0.3
H 23.69892 -12.33737 -5.91090 0.4 0.1 -0.1
C 20.71763 -22.80141 -3.28587 0.3 -0.5 -0.1
C 20.79267 -21.69775 -4.32677 -0.9 1.0 -1.5
C 20.78531 -20.33340 -3.53808 0.0 -0.7 -0.4
C 21.24607 -19.16247 -4.35331 0.0 0.3 -1.2
C 22.55875 -19.42487 -5.09169 -0.7 0.8 1.0
C 22.55335 -20.68835 -5.97513 -0.7 0.1 2.7
N 21.99881 -21.78689 -5.15562 1.3 1.6 2.5
O 22.20289 -23.03161 -5.69382 -0.4 -1.1 -0.9
C 21.75932 -20.46092 -7.21874 -0.2 0.4 -1.3
C 23.99433 -20.98564 -6.19269 0.6 -1.4 -1.6
C 19.58386 -21.72091 -5.31532 -0.8 0.7 1.1
H 21.01913 -23.75207 -3.72568 -0.3 -0.1 0.1
H 19.71947 -22.90807 -2.86114 -0.1 0.0 -0.3
H 21.36577 -22.62030 -2.42842 0.3 0.2 -0.1
H 19.80947 -20.02950 -3.15927 -0.4 -0.7 0.0
H 21.38767 -20.50971 -2.64692 0.4 0.3 -0.1
H 21.25872 -18.26333 -3.73728 0.4 0.1 0.0
H 20.53374 -18.92404 -5.14314 -0.6 -0.1 0.1
H 23.28494 -19.39978 -4.27922 0.7 -0.6 -0.4
H 22.76846 -18.56473 -5.72752 0.1 0.0 -0.1
H 21.03964 -19.64652 -7.13565 -0.1 0.0 0.2
H 22.43515 -20.16477 -8.02101 -0.1 -0.1 -0.3
H 21.20272 -21.35592 -7.49674 0.2 0.0 -0.2
H 24.49825 -20.14840 -6.67558 0.2 0.2 0.6
H 24.45194 -21.43016 -5.30889 0.2 0.7 0.1
H 24.06455 -21.78356 -6.93193 0.1 -0.2 -0.2
H 18.72382 -21.64606 -4.64987 -0.5 -0.1 -0.3
H 19.43103 -22.53646 -6.02215 0.5 -0.4 0.4
H 19.57496 -20.82091 -5.93014 0.1 0.1 0.2
H 22.67723 -23.49929 -5.00253 0.3 -0.2 -0.1
C 25.26510 -14.67180 1.70412 0.0 -2.0 -0.7
C 25.84785 -15.42205 0.41884 0.0 2.3 -1.2
C 25.64582 -14.37057 -0.69010 0.3 0.1 -0.6
C 26.42705 -14.57750 -1.97699 -0.4 -0.8 -0.1
C 27.85800 -14.86306 -1.69207 1.4 0.0 0.4
C 28.16983 -15.98655 -0.63318 -1.4 1.3 -1.8
N 27.33302 -15.65584 0.53510 -1.8 2.5 -2.6
O 27.63707 -16.40291 1.58269 0.7 -2.3 3.0
C 27.91491 -17.33030 -1.27460 -0.1 -1.0 -0.4
C 29.60695 -15.86259 -0.24628 1.1 -0.3 0.8
C 24.96992 -16.60586 0.04456 1.1 -1.2 1.8
H 24.21664 -14.44123 1.51528 0.1 0.5 -0.5
H 25.82238 -13.77925 1.98856 0.0 -0.2 0.0
H 25.13633 -15.39583 2.50867 0.7 0.1 0.4
H 24.61247 -14.45903 -1.02541 -0.3 0.7 0.6
H 25.90368 -13.40659 -0.25153 -0.3 0.3 -0.3
H 26.30495 -13.76534 -2.69364 0.1 0.4 0.3
H 25.98617 -15.39858 -2.54228 -0.1 -0.4 0.1
H 28.32427 -13.95774 -1.30335 0.0 0.2 0.2
H 28.41425 -15.06360 -2.60776 0.0 -0.3 -0.1
H 27.98692 -18.15957 -0.57088 -0.2 0.0 0.2
H 26.96137 -17.39432 -1.79879 -0.1 0.1 0.2
H 28.64237 -17.56424 -2.05188 0.3 0.3 0.0
H 30.35290 -15.96111 -1.03494 -0.5 0.0 -0.5
H 29.80907 -14.90396 0.23151 -0.1 0.0 0.2
H 29.85862 -16.68046 0.42890 0.1 0.1 0.3
H 25.24969 -17.24452 0.88238 -0.6 -0.9 0.1
H 25.27688 -17.17410 -0.83349 -0.3 0.5 -0.2
H 23.89852 -16.41353 0.10144 0.2 0.2 -0.2
H 28.12251 -15.80885 2.15979 0.1 -0.2 0.4
C 24.33261 -7.94846 -9.09503 0.3 0.8 1.9
O 23.37305 -8.61566 -9.81294 0.0 -1.1 -1.3
C 23.95006 -9.20880 -10.98235 -1.9 -1.7 -0.8
C 22.82331 -10.07709 -11.63157 0.7 2.4 0.4
N 21.72519 -9.16446 -12.06614 0.5 -1.2 1.1
C 20.53470 -9.95851 -12.28458 -0.3 0.0 -1.0
C 20.75711 -10.85346 -13.51262 -0.2 -0.4 -0.4
O 21.45876 -10.12435 -14.54608 -1.4 -0.1 2.2
C 21.99235 -10.88611 -15.58108 -0.5 0.8 -0.3
H 25.14817 -8.57863 -8.74031 0.5 -0.1 -0.7
H 23.90687 -7.67985 -8.12823 -0.4 0.4 0.0
H 24.62907 -7.02986 -9.60136 0.5 0.0 0.0
H 24.72332 -9.95445 -10.79749 0.4 0.3 0.8
H 24.33640 -8.51212 -11.72633 -0.1 0.6 0.3
H 22.49748 -10.74977 -10.83821 -0.2 -0.3 -0.3
H 23.25737 -10.57440 -12.49898 0.0 -0.5 0.2
H 21.96599 -8.94363 -13.02182 0.3 0.7 -0.1
H 19.70976 -9.25694 -12.40847 -0.2 -0.1 -0.3
H 20.27782 -10.62078 -11.45784 0.2 0.1 0.2
H 19.82284 -11.30119 -13.85140 -0.3 0.4 -0.4
H 21.31207 -11.74656 -13.22537 0.6 0.0 0.1
H 21.20540 -11.23100 -16.25182 -0.1 -0.2 -0.1
H 22.54543 -11.74395 -15.19860 0.5 0.1 -0.2
H 22.52933 -10.07473 -16.07243 0.8 -0.9 -0.6
C 17.29546 -14.17802 -2.50936 0.5 0.1 0.4
O 16.14540 -14.77964 -1.92583 0.7 0.6 -0.5
C 16.11172 -14.37707 -0.57162 -1.6 -0.5 0.1
C 14.78262 -14.91879 -0.03463 0.1 1.3 -0.9
N 14.72564 -14.94897 1.38842 0.2 -0.4 0.7
C 13.57687 -15.69545 1.88964 0.7 0.2 0.2
C 13.66205 -15.74628 3.40572 -0.8 -0.2 0.6
O 14.32637 -16.87411 3.95075 0.8 -0.2 -0.8
C 14.30446 -16.95516 5.35695 -0.2 -0.2 -0.1
H 18.13038 -14.43988 -1.85941 0.5 0.0 -0.2
H 17.24770 -13.08907 -2.51194 -0.3 0.2 0.1
H 17.53406 -14.45406 -3.53648 -0.6 -0.6 0.1
H 16.05669 -13.29188 -0.48550 0.5 0.2 0.0
H 16.94954 -14.77496 0.00096 0.3 0.0 0.0
H 14.54315 -15.80260 -0.62592 0.0 -0.7 0.4
H 14.03568 -14.18182 -0.32968 -0.3 0.0 -0.3
H 15.52434 -15.41911 1.78984 0.5 0.0 -0.2
H 13.59972 -16.67643 1.41504 -0.6 -0.4 0.2
H 12.66933 -15.15118 1.62842 -0.1 -0.1 -0.1
H 12.65062 -15.74523 3.81205 -0.3 0.1 0.1
H 14.12698 -14.80963 3.71336 0.2 0.1 0.2
H 14.73885 -16.07469 5.83041 -0.2 0.2 0.1
H 14.87111 -17.81854 5.70563 0.2 0.0 -0.5
H 13.28444 -17.15102 5.68756 -0.3 0.4 0.3
C 26.06464 -14.91518 -11.36427 -0.6 0.2 0.0
O 24.86500 -15.42555 -10.86349 -0.6 -1.2 0.9
C 23.70625 -14.58958 -10.86350 1.9 0.1 -1.0
C 22.50099 -15.46411 -10.65469 -0.7 1.2 0.8
N 21.24925 -14.63995 -10.65838 0.2 -1.2 -1.4
C 20.06741 -15.53287 -10.75203 0.1 1.0 0.7
C 18.72602 -14.81306 -10.71606 0.3 0.4 -0.7
O 18.50711 -13.97662 -11.85261 -1.2 0.6 0.1
C 17.13376 -13.51330 -11.90413 0.5 -0.2 -0.9
H 26.83982 -15.50779 -10.87845 0.2 0.3 -0.2
H 26.13844 -13.84739 -11.15817 0.4 0.2 0.3
H 26.10296 -15.00894 -12.44955 0.2 -0.2 -0.3
H 23.87630 -13.79630 -10.13557 -0.5 0.1 0.4
H 23.77123 -14.12353 -11.84670 -1.0 0.3 -0.3
H 22.52874 -16.24903 -11.41048 -0.4 0.1 0.0
H 22.55546 -15.88693 -9.65152 0.4 -0.6 0.0
H 21.25138 -14.12241 -9.79105 -0.3 0.1 0.2
H 20.12384 -16.20931 -11.60486 0.2 0.3 -0.2
H 20.00924 -16.17021 -9.86970 0.1 -0.4 0.3
H 17.95421 -15.58231 -10.69016 -0.2 -0.1 0.2
H 18.65416 -14.17658 -9.83411 0.0 -0.1 0.4
H 16.97928 -12.85863 -12.76182 0.6 -0.1 -0.3
H 16.74561 -12.89281 -11.09640 0.5 -0.3 0.8
H 16.45837 -14.35038 -12.08087 -0.1 -0.2 0.3
C 25.98414 -6.95523 -1.96836 -1.3 1.3 0.5
O 24.58657 -7.27488 -2.23394 1.8 0.8 -0.9
C 24.20787 -8.31473 -1.41606 -0.2 -1.4 0.8
C 22.70595 -8.72249 -1.54768 2.1 0.0 0.4
N 22.24143 -9.22690 -0.26819 -0.1 0.0 0.0
C 21.17765 -10.21910 -0.38066 -0.2 0.0 1.4
C 20.59361 -10.56204 1.05347 0.2 0.9 -2.0
O 19.57429 -9.61466 1.35000 -0.5 -0.4 0.8
C 18.85794 -9.93538 2.57346 1.0 0.8 -0.6
H 26.71343 -7.76077 -1.88261 -0.4 -0.5 -0.6
H 26.00803 -6.46568 -0.99477 0.0 0.0 0.4
H 26.29257 -6.15285 -2.63855 0.0 -0.5 -0.4
H 24.50573 -8.10223 -0.38932 -0.5 0.3 0.5
H 24.82601 -9.18272 -1.64543 0.1 -0.5 -0.2
H 22.73050 -9.59413 -2.20172 -0.5 0.4 -0.5
H 22.21803 -7.84436 -1.97066 -0.6 -0.2 -0.1
H 21.97516 -8.47086 0.34630 -0.2 0.1 0.0
H 21.60223 -11.12881 -0.80522 0.1 -0.1 0.0
H 20.40106 -9.88693 -1.06963 -0.5 -0.1 0.1
H 21.42915 -10.48135 1.74880 0.0 -0.2 0.3
H 20.19625 -11.57651 1.02106 -0.1 -0.1 0.2
H 18.29304 -10.86308 2.48197 0.0 0.0 0.0
H 18.21367 -9.09344 2.82674 -0.2 -0.1 -0.4
H 19.57461 -9.96697 3.39412 0.1 -0.5 0.2
```
Positions in Å, forces in eV/Å.

***

2 unconnected molecules or ions with the total composition C19H30Cl2N3O3S2 in a non-equilibrium geometry, computed with ωB97M-V with the def2-TZVPD basis set.

## Properties
HOMO-LUMO gap = 6.42 eV
DFT total energy = -77494.6683 eV
Charge = +1

```
59
Properties=species:S:1:pos:R:3:forces:R:3
C -5.82152 -1.53376 -0.90355 -0.4 -0.1 -0.5
C -4.78502 -2.35915 -1.86794 -1.2 -0.4 -0.2
N -3.47465 -2.67978 -1.16618 1.6 1.5 -1.5
C -2.84230 -3.84821 -1.88898 0.0 -1.7 -0.6
C -1.44545 -4.40042 -1.22992 0.2 -1.1 -0.6
C -2.58095 -1.42871 -1.22313 0.4 -1.2 -0.8
S -1.48223 -1.11345 -2.51480 -2.4 -0.4 3.0
S -2.76041 -0.27220 0.28781 0.7 -1.4 -0.8
C -2.54841 -1.43089 1.74270 -0.4 -2.3 1.2
C -2.54239 -0.71989 3.21499 -1.1 0.2 0.1
C -1.66300 0.64831 3.34615 0.1 0.1 0.9
C -0.24653 0.67733 2.53577 3.3 1.2 -2.1
C 0.71339 -0.58930 2.14654 1.3 4.2 -1.4
C 2.12297 -0.31464 1.28899 -2.6 3.3 1.1
C 2.50142 1.25807 0.86283 -1.4 -1.6 0.9
O 3.69600 1.59870 0.06939 -4.3 -1.0 1.9
C 3.67798 0.97727 -1.26325 0.2 -0.7 -2.7
C 2.20463 0.88590 -1.97454 -1.2 -0.2 -1.3
C 1.45677 2.32430 -2.21770 -0.5 0.6 0.6
O 2.44336 0.31181 -3.34076 -0.8 0.7 1.2
N 1.59056 2.42109 1.29713 -0.8 -3.1 0.7
C 1.91095 3.88782 0.97592 0.1 1.3 1.3
C 0.30353 2.18827 2.07733 0.7 -3.4 0.2
N -0.55399 3.40922 2.47143 3.9 -0.5 6.2
C -0.20159 3.71949 3.79127 1.3 0.2 4.1
O 0.13348 3.99166 5.08340 -3.2 -2.2 -11.5
H -6.01158 -0.49255 -1.41055 0.0 -2.0 1.2
H -6.81341 -2.19085 -0.81767 2.1 1.8 -0.3
H -5.44694 -1.34847 0.18997 -0.4 -0.5 -2.3
H -4.54258 -1.83257 -2.89551 -0.6 -0.8 2.0
H -5.31539 -3.38897 -2.15768 1.4 2.2 0.8
H -3.62335 -4.74725 -1.80827 1.6 2.1 0.0
H -2.71790 -3.67105 -3.06208 -0.1 -0.1 2.5
H -1.19291 -3.97857 -0.16858 -0.6 -0.5 -2.1
H -0.53134 -4.27550 -1.98513 -2.0 0.0 1.8
H -1.56288 -5.58023 -1.09186 0.2 2.6 -0.3
H -1.57749 -2.10771 1.66155 -2.0 1.6 -0.2
H -3.47375 -2.17725 1.72506 2.1 1.5 0.1
H -3.67365 -0.41816 3.44739 2.5 -0.5 -0.4
H -2.26613 -1.50532 4.07147 -0.4 1.6 -2.2
H -2.37952 1.57052 3.10306 2.0 -1.9 0.1
H -1.39798 0.77195 4.50292 -0.5 -0.2 -2.5
H 0.40775 -1.67327 2.46913 0.8 2.4 -0.7
H 2.84609 -1.19715 0.94912 -1.8 2.3 0.8
H 4.35967 1.66256 -1.96238 -1.5 -1.4 1.7
H 4.17397 -0.08966 -1.25146 -1.1 2.1 0.2
H 1.46372 0.10671 -1.45606 1.7 1.9 -0.7
H 0.72823 2.60839 -1.31950 1.6 -0.7 -1.8
H 2.21599 3.20705 -2.35338 -1.3 -1.8 0.3
H 0.76289 2.33084 -3.18371 1.6 -0.4 2.1
H 1.59505 0.37183 -3.87191 1.4 0.0 1.2
H 3.00982 4.05964 0.61177 -2.3 -0.8 0.4
H 1.08114 4.32651 0.27759 1.8 -1.0 1.2
H 1.82245 4.46556 2.01673 0.2 -1.3 -2.4
C 7.70618 1.53692 -1.02988 0.2 0.0 0.3
Cl 7.14818 2.84115 -2.08466 0.0 0.1 0.1
Cl 7.51658 -0.03778 -1.81064 0.0 0.0 0.1
H 8.76234 1.69416 -0.79802 -0.3 0.0 -0.2
H 7.12018 1.54971 -0.10769 0.1 0.0 -0.3
```
Positions in Å, forces in eV/Å.

***

A molecular structure, C44H47N4RuSSb2, computed with ωB97M-V with the def2-TZVPD basis set.

## Properties
HOMO-LUMO gap (alpha / beta) = 6.80 / 5.96 eV
Spin multiplicity = 6
DFT total energy = -78825.6288 eV
Energy relative to the best compared isomer or geometry (same formula, charge and spin) = 303.1 kJ/mol
Charge = +2

```
99
Properties=species:S:1:pos:R:3:forces:R:3
Ru 0.91516 -0.25058 0.80641 -0.3 -0.1 0.6
C 5.46562 -1.20965 0.46501 0.0 0.0 0.0
C 5.75872 0.09370 0.87469 0.0 0.0 0.0
C 4.82006 0.83464 1.53051 0.0 0.0 0.0
C 3.51096 0.25300 1.93137 0.1 -0.1 -0.1
N 3.21998 -1.00182 1.28085 0.0 0.0 0.0
C 4.13281 -1.65295 0.63824 0.1 0.0 0.0
C 1.61834 0.53188 3.32775 -0.2 -0.1 0.3
C 1.09669 1.37068 4.39751 0.0 0.0 0.0
C -0.15981 1.20908 4.90043 0.0 0.1 0.1
C -1.06664 0.31944 4.30987 0.0 -0.1 -0.1
C -0.62794 -0.38180 3.19638 -0.1 0.0 0.1
N 0.65637 -0.40326 2.82567 0.2 0.1 -0.1
C -1.61033 -0.95801 2.23488 0.0 0.0 0.1
C -2.85180 -1.42640 2.62771 -0.1 0.0 0.0
C -3.75623 -1.82775 1.65451 0.0 0.0 0.0
C -3.38640 -1.75010 0.32250 0.0 0.0 0.0
C -2.12128 -1.28233 0.00648 -0.1 0.0 0.0
N -1.25103 -0.88979 0.93851 0.0 0.0 0.0
H 6.18369 -1.82857 -0.05269 0.0 0.0 0.0
H 6.72175 0.53133 0.64479 0.0 0.0 0.0
H 5.04655 1.85621 1.77943 0.0 0.0 0.0
H 3.82390 -2.57185 0.14496 0.0 -0.1 0.0
H 1.73497 2.11335 4.84610 0.0 -0.1 0.0
H -0.47593 1.81874 5.73719 0.0 0.0 0.0
H -2.09630 0.27417 4.63081 0.0 0.0 0.0
H -3.11154 -1.47699 3.67605 0.0 0.0 0.0
H -4.73433 -2.19346 1.93744 0.0 0.0 0.0
H -4.05523 -2.04802 -0.47189 0.0 0.0 0.0
H -1.80065 -1.20733 -1.02560 0.1 -0.1 -0.1
C -3.79267 2.72696 -3.82250 0.0 0.0 0.0
C -3.97583 2.48414 -2.31741 0.0 0.0 0.0
C -5.26766 3.16114 -1.83982 0.0 0.0 0.0
C -4.10781 0.97956 -2.08487 0.0 0.0 0.0
C -2.78152 3.07532 -1.57272 0.0 0.0 0.0
C -2.53240 4.46251 -1.67061 0.0 0.0 0.0
C -1.45685 5.07094 -1.06580 0.0 0.1 0.0
C -0.58349 4.27058 -0.33111 0.0 0.0 0.0
S 0.86738 4.70214 0.51911 0.0 0.1 0.0
C 1.08981 3.04809 0.93812 -0.1 -0.1 -0.1
N 0.17324 2.22319 0.49694 0.1 0.0 0.0
C -0.80589 2.89822 -0.21667 0.1 0.0 0.1
C -1.91288 2.30310 -0.82766 0.0 0.1 0.0
C 2.18577 2.51994 1.75153 0.0 0.0 0.1
C 2.94749 3.24851 2.59541 0.0 0.0 0.0
C 3.77731 2.68502 3.65957 0.1 0.0 0.0
C 3.84965 1.41114 4.08087 0.1 0.0 0.0
C 3.17407 0.20461 3.46700 -0.1 0.1 0.0
C 2.19887 1.05576 1.78342 0.1 0.3 -0.4
H -4.64547 2.32787 -4.37450 0.0 0.0 0.0
H -2.88780 2.23636 -4.19035 0.0 0.0 0.0
H -3.71504 3.78915 -4.05511 0.0 0.0 0.0
H -6.12665 2.73435 -2.36053 0.0 0.0 0.0
H -5.26372 4.23287 -2.03921 0.0 0.0 0.0
H -5.41191 3.01786 -0.76724 0.0 0.0 0.0
H -4.98187 0.60596 -2.62119 0.0 0.0 0.0
H -4.23947 0.74556 -1.02534 0.0 0.0 0.0
H -3.23610 0.43040 -2.45823 0.0 0.0 0.0
H -3.20838 5.07882 -2.24933 0.0 0.0 0.0
H -1.29733 6.13657 -1.16500 0.0 0.0 0.0
H -2.05193 1.23818 -0.71810 0.0 0.0 0.0
H 2.89343 4.33167 2.56976 0.0 0.0 0.0
H 4.35693 3.41103 4.21747 0.0 0.0 0.0
H 4.47830 1.20539 4.93876 0.0 0.0 0.0
H 3.40972 -0.71720 4.00010 0.0 0.0 -0.1
C 2.32135 -4.41185 1.88661 0.0 -0.1 0.0
Sb 0.92031 -3.28297 0.74471 0.0 0.0 -0.1
C -0.82599 -4.21548 1.51940 -0.1 -0.1 0.0
C 0.96104 -4.26461 -1.17411 0.0 0.0 -0.1
C -0.08224 -3.63173 -2.05028 0.0 0.0 -0.1
C -1.35787 -4.20076 -2.07675 0.0 0.0 0.0
C -2.37511 -3.68031 -2.85988 0.0 0.0 0.1
C -2.13150 -2.56066 -3.64133 0.0 0.1 0.0
C -0.86981 -1.98745 -3.63101 0.0 0.0 0.0
C 0.16624 -2.49953 -2.84599 -0.1 0.0 0.0
C 1.50421 -1.81997 -2.91193 0.0 0.0 -0.1
Sb 1.48158 0.00939 -1.79741 0.2 0.0 0.0
C 0.26106 1.24341 -3.00942 0.0 0.0 -0.1
C 3.38563 0.84081 -2.21598 0.1 0.0 -0.1
H 2.19001 -5.47202 1.67234 0.0 0.0 0.0
H 2.12734 -4.24075 2.94515 0.0 0.0 0.0
H 3.34495 -4.12474 1.67195 0.1 0.0 0.0
H -0.70649 -5.29732 1.46146 0.0 0.0 0.0
H -1.69677 -3.92007 0.93882 0.0 0.0 0.0
H -0.97200 -3.93713 2.56199 0.0 0.0 0.0
H 0.74492 -5.32297 -1.02466 0.0 0.0 0.1
H 1.96160 -4.20113 -1.59824 0.0 0.0 0.1
H -1.54077 -5.09907 -1.49734 0.0 0.0 0.0
H -3.34421 -4.16354 -2.87872 0.0 0.0 0.0
H -2.90554 -2.15451 -4.28031 0.0 0.0 0.0
H -0.67037 -1.14103 -4.28055 0.0 0.0 0.0
H 1.75510 -1.56165 -3.94220 0.0 0.0 0.0
H 2.31547 -2.43748 -2.53215 0.0 0.0 0.0
H 0.62191 1.17861 -4.03582 0.0 0.0 0.0
H 0.33304 2.27221 -2.65972 0.0 0.0 0.0
H -0.78013 0.93192 -2.95785 0.0 0.0 0.0
H 3.55351 0.85424 -3.29214 0.0 0.0 0.0
H 4.16797 0.25612 -1.73491 0.0 0.0 0.0
H 3.42216 1.86071 -1.83441 0.0 0.0 0.0
```
Positions in Å, forces in eV/Å.